Record 1
The molecule C23H29N3O5, computed with wB97M-V/def2-TZVPD.

The geometry in XYZ format:
```
60
Properties=species:S:1:pos:R:3
C 4.57765 3.41707 5.73216
C 3.65121 4.00133 4.67070
H 4.00457 4.98701 4.34249
H 2.64490 4.12227 5.08243
O 3.46423 3.13626 3.56960
C 4.50196 2.89708 2.70180
C 5.64299 3.67856 2.63158
C 6.66923 3.37097 1.75127
C 6.55545 2.26862 0.93194
C 5.40851 1.49394 0.97292
C 4.35669 1.78493 1.83795
N 3.22396 0.97562 1.94270
C 3.22716 -0.35761 1.38584
H 2.54578 -0.96383 1.99491
C 2.72559 -0.39286 -0.06706
N 1.41770 0.23118 -0.13386
C 0.33705 -0.51329 -0.42903
O 0.41700 -1.69066 -0.74219
C -1.02404 0.17469 -0.36705
N -2.01746 -0.74714 -0.85032
C -3.07556 -0.33297 -1.58601
O -3.34701 0.84712 -1.71732
C -3.90228 -1.42677 -2.16800
C -3.37758 -2.64960 -2.56399
C -4.20974 -3.60809 -3.11229
C -5.57381 -3.39226 -3.27671
C -6.11055 -2.14511 -2.89821
C -5.25665 -1.19057 -2.35892
H -5.67219 -0.23572 -2.07839
O -7.40828 -1.74268 -2.98260
C -8.38234 -2.51383 -3.64806
H -8.10233 -2.71278 -4.68479
H -9.28574 -1.90400 -3.62832
H -8.57170 -3.46012 -3.13712
O -6.42112 -4.34046 -3.79278
C -5.89267 -5.58094 -4.18896
H -5.15554 -5.47010 -4.99075
H -6.74326 -6.15102 -4.56061
H -5.44051 -6.11586 -3.34755
H -3.77779 -4.54828 -3.41542
H -2.32273 -2.86364 -2.48137
H -1.71509 -1.71278 -0.85962
H -1.05703 1.07344 -0.99196
H -1.24237 0.46093 0.67087
C 1.42777 1.58260 0.37808
H 2.13115 2.17260 -0.22228
C 1.90883 1.56688 1.84098
H 1.21548 0.96476 2.43891
H 1.92501 2.57856 2.23672
H 0.44259 2.03674 0.30873
H 3.40614 0.15562 -0.72581
H 2.62783 -1.42112 -0.41735
H 4.22434 -0.79022 1.46128
H 5.34310 0.64410 0.31253
H 7.35032 2.00857 0.24942
H 7.55127 3.99196 1.72251
H 5.75596 4.53575 3.27626
H 4.63222 4.09137 6.58238
H 5.57780 3.26782 5.33289
H 4.19393 2.45595 6.06485
```

Output
Strongest force on any atom (eV Å⁻¹): 0.569
LUMO energy (Eh): 0.02717
Frontier orbital gap (eV): 8.45

These are the Mulliken partial charges, in e, on atoms 1 to 5:
1. C -1.0993
2. C -0.5222
3. H 0.3640
4. H 0.3725
5. O -0.4284



Record 2
The ion C5H15N3P with charge +1, computed with wB97M-V/def2-TZVPD.

The geometry in XYZ format:
```
24
Properties=species:S:1:pos:R:3
C -0.84513 3.00253 0.60108
C 0.15762 1.86403 1.21922
P 0.34324 0.28140 0.16912
C -0.67511 0.32903 -1.44499
C 0.38183 0.59304 -2.68279
N -0.16822 -1.12792 1.15923
C 0.44736 -2.37182 0.97111
N 1.93765 -2.61194 1.08620
N -0.43666 -3.55219 0.62584
H -1.84454 3.03041 1.23387
H -0.32059 4.05507 0.80565
H -1.01175 2.95035 -0.55561
H 1.21664 2.38797 1.36100
H -0.20679 1.61507 2.32858
H -1.60155 1.04427 -1.43405
H -1.11260 -0.76860 -1.61449
H 0.34031 -0.34162 -3.42460
H 1.49355 0.57405 -2.24855
H 0.16452 1.56035 -3.30467
H -0.92510 -1.05171 1.87657
H 2.33353 -2.18908 1.97539
H 2.46491 -2.22558 0.26824
H -1.22602 -3.60477 1.32779
H -0.90710 -3.44235 -0.29913
```

Output
Net charge: +1
Strongest force on any atom (eV Å⁻¹): 3.040
LUMO energy (Eh): -0.21784
Frontier orbital gap (eV): 6.54

These are the Mulliken partial charges, in e, on atoms 1 to 5:
1. C -0.8436
2. C -0.5456
3. P 0.0519
4. C -0.4285
5. C -0.9082



Record 3
A structure of composition C3H3O4S2, computed with wB97M-V/def2-TZVPD.

The geometry in XYZ format:
```
12
Properties=species:S:1:pos:R:3
C 1.23224 0.29973 -0.15081
C 0.73913 0.09606 3.50008
C -0.58851 0.44737 0.50138
O 0.05823 0.98539 3.91677
O 0.86563 -1.05604 3.46057
O 1.74025 0.92728 2.39597
O 3.66601 1.13872 0.83874
S -1.70865 -0.15522 -0.48994
S 2.48245 0.33407 1.20668
H 1.22120 -0.67945 -0.71673
H -0.68613 1.42652 0.97547
H -1.15158 -1.11343 -1.38106
```

Output
Net charge: -1
Strongest force on any atom (eV Å⁻¹): 7.808
LUMO energy (alpha / beta) (Eh): 0.10147 / 0.09807
Frontier orbital gap (alpha / beta) (eV): 7.03 / 6.55

These are the Mulliken partial charges, in e, on atoms 1 to 5:
1. C -0.2949
2. C 0.6996
3. C -0.2253
4. O -0.5688
5. O -0.5232



Record 4
A structure of composition AgH16O8, computed with wB97M-V/def2-TZVPD.

The geometry in XYZ format:
```
25
Properties=species:S:1:pos:R:3
Ag -0.02115 0.04503 0.04378
O -1.46471 -0.71342 -1.79334
H -2.32529 -0.41876 -2.12275
H -1.13624 -1.32337 -2.46769
O 0.84289 -1.84069 1.29946
H 0.61646 -2.50255 1.96905
H 1.80463 -1.87381 1.21778
O -1.99173 -0.90558 0.96277
H -1.89382 -1.25869 1.85633
H -2.94219 -0.80951 0.81667
O -1.57132 1.98573 -0.01307
H -1.71993 2.56014 0.75038
H -2.30935 2.16967 -0.60905
O 1.99411 0.85220 0.43354
H 2.52317 1.54561 0.01415
H 2.51994 0.48193 1.15757
O 0.58412 1.24613 -1.95299
H 1.31992 1.85458 -2.09967
H 0.00540 1.35792 -2.71874
O 1.54825 -1.65197 -1.38621
H 1.04568 -2.35976 -1.81019
H 2.40535 -1.67337 -1.83461
O -0.01910 0.88724 2.42526
H 0.21866 1.81842 2.53848
H -0.03373 0.52690 3.32308
```

Output
Net charge: +2
2S+1: 2
Strongest force on any atom (eV Å⁻¹): 0.488
LUMO energy (alpha / beta) (Eh): -0.24416 / -0.42572
Frontier orbital gap (alpha / beta) (eV): 11.94 / 6.99

These are the Mulliken partial charges, in e, on atoms 1 to 5:
1. Ag 0.8360
2. O -0.4080
3. H 0.2743
4. H 0.2482
5. O -0.4236



Record 5
A structure of composition C5H9N2, computed with wB97M-V/def2-TZVPD.

The geometry in XYZ format:
```
16
Properties=species:S:1:pos:R:3
C -3.38083 -1.61236 -0.49161
C 1.97032 0.58203 -0.12950
C 0.80026 1.56791 -0.19727
C 1.02470 -0.50334 0.53826
C 0.02555 0.53792 0.52139
N -1.64469 -0.05684 -0.99732
N -2.36618 -0.95500 -0.85829
H -3.66601 -2.48105 -0.84324
H -4.12283 -1.22332 0.15046
H 2.49071 0.09651 -1.00163
H 2.79375 1.12847 0.50917
H 0.63676 2.55613 0.35077
H 0.62577 1.82642 -1.14863
H 0.79458 -1.24592 -0.17132
H 1.19602 -0.81896 1.58951
H -0.65283 0.62285 1.32111
```

Output
Net charge: +1
Strongest force on any atom (eV Å⁻¹): 4.977
LUMO energy (alpha / beta) (Eh): -0.21115 / -0.21112
Frontier orbital gap (alpha / beta) (eV): 7.63 / 7.63

These are the Mulliken partial charges, in e, on atoms 1 to 5:
1. C -0.2838
2. C -0.3824
3. C -0.7280
4. C -0.4818
5. C 0.2131



Record 6
A cluster of 2 separate species, CN2O2S in total, computed with wB97M-V/def2-TZVPD.

The geometry in XYZ format:
```
6
Properties=species:S:1:pos:R:3
C 1.30132 0.75118 0.68447
N 1.25755 0.81318 1.84373
N -1.27959 0.14068 -0.02052
O -1.72963 1.20856 -0.09388
O -1.48827 -0.92904 0.41008
S 1.25280 0.31624 -0.95391
```

Output
Strongest force on any atom (eV Å⁻¹): 2.132
LUMO energy (alpha / beta) (Eh): -0.06811 / -0.12396
Frontier orbital gap (alpha / beta) (eV): 8.58 / 6.76

These are the Mulliken partial charges, in e, on atoms 1 to 5:
1. C 0.3515
2. N -0.3657
3. N 0.7183
4. O -0.3246
5. O -0.3410



Q: What is the formula in the second record?
A: C5H15N3P



Q: Among the records above, which one has the lowest strongest force on any atom?
A: AgH16O8



Q: The highest strongest force on any atom belongs to which entry?
A: C3H3O4S2



Q: What is the strongest force on any atom in the fifth record?
A: 4.977 eV Å⁻¹